Entry 1:
{
  "formula": "C36H38IN6PSr",
  "method": "ωB97M-V/def2-TZVPD",
  "elements": ["Sr", "C", "C", "C", "C", "C", "C", "P", "C", "C", "C", "C", "C", "C", "C", "C", "C", "C", "C", "C", "H", "H", "H", "H", "H", "H", "H", "H", "H", "H", "H", "H", "H", "H", "N", "C", "C", "C", "C", "C", "C", "C", "C", "N", "C", "H", "H", "H", "H", "H", "H", "H", "H", "C", "C", "N", "C", "C", "N", "C", "C", "H", "H", "H", "H", "H", "H", "H", "H", "H", "H", "H", "H", "H", "I", "C", "C", "N", "N", "C", "H", "H", "H"],
  "coordinates": [[0.84942, -0.08131, -1.09663], [1.06193, -0.58135, -3.79457], [1.47064, 0.74602, -3.62250], [2.52765, 1.05719, -2.73786], [3.16467, 0.04522, -1.98349], [2.82225, -1.31216, -2.27392], [1.78169, -1.61967, -3.16532], [3.68413, 0.41244, -0.11487], [5.46558, 0.71051, -0.22993], [6.08140, 1.16626, -1.39508], [7.45819, 1.31181, -1.44219], [8.23004, 0.99495, -0.33187], [7.62344, 0.55306, 0.83449], [6.24560, 0.40383, 0.88371], [2.83586, 2.05492, 0.12618], [3.62686, 3.19831, 0.21370], [3.01185, 4.43134, 0.38938], [1.62954, 4.48992, 0.46503], [0.86898, 3.32454, 0.37842], [1.41282, 2.04245, 0.23040], [0.24075, -0.80910, -4.46116], [0.97676, 1.54384, -4.16179], [2.79931, 2.09216, -2.57056], [3.32576, -2.10421, -1.73281], [1.51882, -2.65227, -3.35629], [5.48887, 1.41564, -2.26658], [7.93025, 1.67107, -2.34671], [9.30676, 1.08652, -0.37940], [8.22337, 0.31389, 1.70211], [5.77792, 0.04963, 1.79526], [4.70652, 3.14257, 0.14167], [3.60592, 5.33329, 0.45676], [1.14122, 5.45048, 0.57877], [-0.21290, 3.44187, 0.43488], [-2.48475, -1.88436, 0.38281], [-2.09488, -3.16054, 0.03103], [-2.99979, -4.13644, -0.31857], [-2.59134, -5.45965, -0.55246], [-1.28332, -5.82995, -0.42350], [-0.32248, -4.85478, -0.08252], [1.04514, -5.17173, 0.07548], [1.94238, -4.19019, 0.38434], [1.46947, -2.87360, 0.51293], [0.20755, -2.52193, 0.37241], [-0.71141, -3.50338, 0.10990], [-3.34650, -1.54332, -0.00924], [-1.75015, -1.19958, 0.40370], [-4.05078, -3.88525, -0.39140], [-3.33859, -6.19446, -0.82057], [-0.97050, -6.85358, -0.57894], [1.36216, -6.20123, -0.03811], [2.99406, -4.40162, 0.51963], [2.17580, -2.07573, 0.74213], [1.04658, -0.63794, 5.00729], [1.06339, -0.76337, 3.46233], [-0.05663, -0.03704, 2.88078], [-1.31347, -0.63418, 3.32472], [-1.41630, -0.59755, 4.86887], [-0.19776, 0.11886, 5.37781], [-0.13921, 1.50888, 4.80739], [-0.00032, 1.36923, 3.27374], [1.89022, -0.07122, 5.39726], [1.00621, -1.60013, 5.51473], [0.98794, -1.80926, 3.16667], [1.99216, -0.35776, 3.06012], [-1.36483, -1.65996, 2.96267], [-2.14403, -0.08498, 2.88139], [-1.42119, -1.58750, 5.32194], [-2.28454, -0.04599, 5.22503], [-0.25560, 0.18108, 6.39250], [0.71129, 2.00914, 5.26720], [-1.05199, 2.01994, 5.11066], [0.94070, 1.78985, 2.92334], [-0.79996, 1.91589, 2.77786], [-3.30166, 3.46352, 2.09980], [-3.04220, 2.34758, 0.39225], [-3.76504, 2.39114, -0.77743], [-3.21440, 1.47910, -1.59803], [-2.18048, 0.83141, -1.04002], [-2.06845, 1.36060, 0.17185], [-4.60687, 2.99312, -1.07508], [-3.50943, 1.24174, -2.53030], [-1.28787, 1.03545, 0.84736]],
  "lowdin_charge": [1.381, -0.117, -0.103, -0.154, -0.425, -0.178, -0.108, 1.090, -0.422, -0.091, -0.060, -0.059, -0.068, -0.108, -0.477, -0.101, -0.077, -0.082, -0.171, -0.292, 0.125, 0.129, 0.127, 0.114, 0.128, 0.103, 0.114, 0.114, 0.111, 0.098, 0.099, 0.109, 0.106, 0.061, 0.123, -0.258, -0.013, -0.056, -0.034, -0.150, 0.015, -0.039, -0.198, 0.047, -0.160, 0.100, 0.020, 0.119, 0.118, 0.120, 0.131, 0.116, 0.065, -0.045, -0.133, -0.151, -0.138, -0.044, -0.088, -0.043, -0.151, 0.137, 0.137, 0.116, 0.124, 0.117, 0.115, 0.138, 0.138, 0.192, 0.139, 0.134, 0.119, 0.046, 0.950, -0.753, -0.117, -0.006, -0.004, -0.269, 0.132, 0.165, 0.061],
  "relative_energy_kcal_mol": 27.1,
  "charge": 2,
  "lumo_energy_ev": -5.30,
  "homo_energy_ev": -12.4,
  "orbital_gap_ev": 7.09,
  "energy_ha": -2392.40238,
  "spin_multiplicity": 1
}

Entry 2:
{
  "formula": "C36H39BO4S2",
  "method": "ωB97M-V/def2-TZVPD",
  "elements": ["C", "C", "C", "C", "C", "B", "C", "C", "C", "C", "C", "S", "O", "C", "C", "C", "C", "C", "C", "O", "S", "H", "H", "H", "H", "H", "H", "H", "H", "H", "H", "H", "H", "H", "H", "H", "H", "H", "H", "H", "H", "H", "H", "C", "O", "C", "C", "C", "C", "C", "C", "C", "C", "C", "O", "C", "C", "C", "C", "C", "C", "C", "C", "C", "C", "H", "H", "H", "H", "H", "H", "H", "H", "H", "H", "H", "H", "H", "H", "H", "H", "H"],
  "coordinates": [[5.98586, 4.02423, 3.15223], [4.91698, 3.15665, 3.68896], [4.79118, 2.70451, 4.98662], [3.60999, 1.92844, 5.20336], [2.86816, 1.80231, 4.04678], [1.59879, 0.80033, 3.83527], [0.40928, 1.89865, 3.96102], [-0.05935, 2.62608, 5.03826], [-1.16392, 3.48246, 4.69981], [-1.54801, 3.38126, 3.37571], [-2.68906, 4.04470, 2.70883], [-0.43199, 2.37913, 2.51616], [1.70271, 0.16548, 2.57216], [2.45506, -1.01651, 2.82480], [2.03057, -2.06640, 1.80180], [3.95383, -0.75136, 2.69300], [2.06126, -1.36664, 4.35845], [0.70778, -2.03220, 4.48251], [3.03216, -2.24405, 5.14974], [1.88615, -0.08757, 4.94572], [3.57551, 2.62051, 2.70662], [6.80590, 4.08430, 3.87099], [6.37007, 3.60671, 2.21825], [5.60354, 5.03349, 2.96411], [5.52637, 2.91166, 5.76025], [3.34834, 1.52407, 6.17543], [0.38000, 2.58248, 6.03182], [-1.67386, 4.14329, 5.40040], [-3.22123, 4.64724, 3.45486], [-2.32713, 4.69051, 1.89582], [-3.37880, 3.30530, 2.27307], [2.38606, -3.06454, 2.09834], [0.94143, -2.08269, 1.67178], [2.47623, -1.82270, 0.82914], [4.48065, -1.71697, 2.72192], [4.19731, -0.27130, 1.73402], [4.33335, -0.10732, 3.49674], [0.62770, -2.93797, 3.87047], [0.50796, -2.29980, 5.53055], [-0.06372, -1.30626, 4.20027], [3.04787, -3.26050, 4.72595], [4.05711, -1.85869, 5.19500], [2.66177, -2.33755, 6.18041], [-7.22171, 1.99151, 0.52864], [-5.81148, 2.11700, 0.23807], [-4.92419, 1.49886, 1.06320], [-3.56271, 1.55747, 0.68841], [-2.64735, 0.79735, 1.35331], [-2.97995, 0.09570, 2.54949], [-2.01618, -0.76572, 3.14271], [-2.35916, -1.59943, 4.26913], [-2.10421, -2.99993, 4.22356], [-2.42438, -3.80649, 5.29122], [-2.93368, -3.19922, 6.45426], [-3.15063, -3.93683, 7.61628], [-4.02532, -5.02336, 7.52193], [-3.67383, -6.12639, 8.30182], [-4.57681, -7.18186, 8.43025], [-5.83530, -7.10237, 7.81330], [-6.17281, -5.98901, 7.02916], [-5.25020, -4.94890, 6.84163], [-3.12538, -1.81850, 6.56180], [-2.89618, -1.02572, 5.45464], [-4.32831, 0.20094, 2.99801], [-5.30761, 0.79327, 2.23007], [-7.71013, 2.60712, -0.22510], [-7.54183, 0.94332, 0.44565], [-7.46551, 2.36713, 1.53052], [-3.28651, 2.16452, -0.17240], [-1.62806, 0.70827, 0.97532], [-1.13154, -1.03320, 2.56804], [-1.68913, -3.43450, 3.30692], [-2.24938, -4.88466, 5.24420], [-2.70490, -6.09464, 8.79905], [-4.26720, -8.04741, 9.01873], [-6.55782, -7.90576, 7.96042], [-7.14900, -5.92540, 6.54366], [-5.48199, -4.07463, 6.23072], [-3.48607, -1.41024, 7.50264], [-3.10911, 0.05043, 5.48764], [-4.60644, -0.25139, 3.94854], [-6.36775, 0.65944, 2.46121]],
  "lowdin_charge": [-0.136, -0.599, -0.142, -0.128, -0.416, -1.037, -0.325, -0.111, -0.133, -0.582, -0.108, 1.088, 0.024, -0.457, -0.017, -0.023, -0.463, -0.032, -0.010, 0.034, 1.072, 0.073, 0.066, 0.071, 0.098, 0.108, 0.115, 0.102, 0.083, 0.084, 0.041, 0.089, 0.070, 0.088, 0.089, 0.090, 0.083, 0.086, 0.105, 0.057, 0.088, 0.085, 0.087, -0.044, -0.049, -0.232, -0.006, -0.060, -0.185, 0.130, -0.229, -0.020, 0.022, -0.233, 0.012, -0.257, -0.010, -0.075, -0.092, -0.078, -0.010, 0.027, -0.004, 0.030, 0.014, 0.098, 0.103, 0.098, 0.142, 0.099, 0.131, 0.133, 0.138, 0.124, 0.107, 0.101, 0.105, 0.118, 0.132, 0.134, 0.114, 0.114],
  "relative_energy_kcal_mol": 68.5,
  "lumo_energy_ev": -2.81,
  "homo_energy_ev": -6.1,
  "orbital_gap_ev": 3.32,
  "energy_ha": -2517.31120,
  "spin_multiplicity": 1
}

Entry 3:
{
  "formula": "C36H39F40N3O6",
  "method": "ωB97M-V/def2-TZVPD",
  "elements": ["C", "C", "O", "C", "C", "C", "N", "C", "C", "N", "C", "C", "C", "C", "N", "H", "H", "H", "H", "H", "H", "H", "H", "H", "H", "H", "H", "H", "H", "H", "H", "H", "H", "H", "F", "C", "F", "C", "F", "F", "C", "O", "C", "F", "F", "C", "F", "F", "H", "H", "H", "H", "F", "C", "F", "C", "F", "F", "C", "O", "C", "F", "F", "C", "F", "F", "H", "H", "H", "H", "F", "C", "F", "C", "F", "F", "C", "O", "C", "F", "F", "C", "F", "F", "H", "H", "H", "H", "F", "C", "F", "C", "F", "F", "C", "O", "C", "F", "F", "C", "F", "F", "H", "H", "H", "H", "F", "C", "F", "C", "F", "F", "C", "O", "C", "F", "F", "C", "F", "F", "H", "H", "H", "H"],
  "coordinates": [[0.88764, 7.00878, 2.96206], [0.93701, 7.64305, 1.43159], [2.10097, 7.21563, 0.64058], [2.02984, 5.79817, 0.25440], [1.32159, 5.50437, -1.19464], [0.54745, 6.82335, -1.84573], [0.09014, 7.81134, -2.54939], [0.21143, 4.28172, -1.17875], [0.77340, 2.88571, -0.48599], [1.04928, 1.95168, 0.39965], [-1.20660, 4.81837, -0.55228], [-2.10358, 3.64093, 0.19488], [-3.60072, 4.24175, 0.51150], [-3.66603, 5.87514, 0.67166], [-5.04672, 6.36988, 1.14653], [-0.04828, 6.27210, 3.02691], [1.83612, 6.29607, 3.03621], [0.88883, 7.82672, 3.80586], [1.06108, 8.82006, 1.58933], [-0.10204, 7.53176, 0.85534], [1.53640, 5.08986, 1.04464], [3.16038, 5.42877, 0.15059], [2.17658, 5.14829, -1.94779], [0.01555, 4.01057, -2.31875], [-0.91438, 5.58167, 0.31749], [-1.83894, 5.35042, -1.39114], [-2.12513, 2.70646, -0.51151], [-1.56259, 3.42077, 1.21340], [-4.08070, 3.79617, 1.50942], [-4.31977, 3.91403, -0.38295], [-2.90160, 6.30606, 1.47739], [-3.47956, 6.43739, -0.36059], [-5.47043, 6.96597, 0.38616], [-4.93426, 7.02139, 1.97246], [-2.79972, -2.80645, 0.11568], [-1.47416, -2.98772, 0.31049], [-1.29976, -4.31800, 0.53300], [-0.94418, -2.17472, 1.48745], [-1.51708, -2.56708, 2.65659], [0.39243, -2.44166, 1.62243], [-1.08854, -0.65232, 1.33882], [-2.21756, -0.06198, 1.98993], [-3.43348, -0.08605, 1.24466], [-3.17426, -0.48883, -0.02221], [-3.83286, 1.21157, 1.14885], [-4.52972, -0.91533, 1.92448], [-4.14426, -2.20693, 2.09540], [-5.66048, -0.94646, 1.17027], [-0.94717, -2.73579, -0.61416], [-0.22372, -0.20873, 1.84819], [-0.99293, -0.31926, 0.30001], [-4.78032, -0.50622, 2.90620], [6.72557, -0.72267, 0.36915], [6.53016, -1.86843, -0.32148], [7.16936, -1.71026, -1.51142], [5.05077, -2.16625, -0.54463], [4.46284, -1.20514, -1.30597], [4.95374, -3.32391, -1.27019], [4.23087, -2.36708, 0.73914], [3.49461, -1.22954, 1.19853], [4.22984, -0.31206, 2.00609], [5.42774, -0.85725, 2.32573], [3.54023, -0.21572, 3.17556], [4.35504, 1.07498, 1.36418], [4.98463, 1.01302, 0.16176], [5.09139, 1.91153, 2.14289], [7.02279, -2.68646, 0.21173], [3.45729, -3.10742, 0.49909], [4.81242, -2.83171, 1.54235], [3.37207, 1.52538, 1.20654], [-3.70407, -6.91002, -4.04019], [-3.85630, -5.84909, -3.21608], [-4.82230, -5.06979, -3.77204], [-2.56363, -5.05749, -3.04454], [-2.15525, -4.51707, -4.22361], [-2.82091, -3.99468, -2.21975], [-1.40174, -5.84447, -2.41898], [-0.44621, -6.38786, -3.33484], [-0.78844, -7.65470, -3.89383], [-1.87044, -8.15145, -3.24814], [0.24429, -8.48539, -3.58412], [-0.97082, -7.60199, -5.41553], [-1.95402, -6.73391, -5.77017], [-1.33152, -8.81641, -5.90899], [-4.23320, -6.20550, -2.25323], [-0.82434, -5.12395, -1.82601], [-1.74048, -6.58780, -1.68965], [-0.04926, -7.28743, -5.91125], [5.29593, -1.29866, -6.56974], [5.14370, -0.23773, -5.74563], [4.17770, 0.54158, -6.30159], [6.43637, 0.55388, -5.57408], [6.84475, 1.09429, -6.75315], [6.17909, 1.61668, -4.74930], [7.59826, -0.23310, -4.94853], [8.55379, -0.77650, -5.86438], [8.21156, -2.04334, -6.42337], [7.12956, -2.54008, -5.77769], [9.24429, -2.87403, -6.11367], [8.02918, -1.99063, -7.94507], [7.04598, -1.12255, -8.29972], [7.66848, -3.20505, -8.43853], [4.76680, -0.59413, -4.78278], [8.17566, 0.48742, -4.35556], [7.25952, -0.97644, -4.21919], [8.95074, -1.67607, -8.44079], [-4.33686, -0.53861, 7.27694], [-4.50722, -0.91259, 5.98891], [-3.72370, -0.08655, 5.24506], [-5.96287, -0.81322, 5.54358], [-6.40593, 0.47164, 5.58665], [-6.03214, -1.18461, 4.22704], [-6.93891, -1.71154, 6.31882], [-7.66527, -1.08194, 7.37859], [-6.98526, -1.01807, 8.63079], [-5.86346, -1.77456, 8.57021], [-7.80328, -1.63552, 9.52640], [-6.71356, 0.42098, 9.08566], [-5.94939, 1.09274, 8.18521], [-6.03316, 0.44356, 10.26251], [-4.12416, -1.92967, 5.86652], [-7.71540, -2.01292, 5.60440], [-6.48169, -2.65416, 6.63763], [-7.64638, 0.97509, 9.21515]],
  "lowdin_charge": [-0.099, -0.250, -0.207, -0.176, -0.195, -0.101, 0.100, -0.244, -0.045, 0.106, -0.185, -0.203, -0.203, -0.288, -0.070, 0.078, 0.089, 0.085, 0.137, 0.113, 0.124, 0.155, 0.160, 0.157, 0.103, 0.129, 0.114, 0.119, 0.118, 0.127, 0.119, 0.117, 0.066, 0.067, 0.079, -0.299, 0.082, -0.425, 0.124, 0.100, -0.064, 0.030, -0.465, 0.122, 0.126, -0.277, 0.089, 0.101, 0.171, 0.136, 0.135, 0.139, 0.087, -0.289, 0.084, -0.431, 0.119, 0.102, -0.052, 0.024, -0.474, 0.121, 0.138, -0.271, 0.082, 0.092, 0.176, 0.150, 0.148, 0.130, 0.085, -0.288, 0.092, -0.422, 0.128, 0.096, -0.053, 0.033, -0.477, 0.122, 0.137, -0.264, 0.087, 0.094, 0.176, 0.135, 0.149, 0.176, 0.085, -0.290, 0.089, -0.429, 0.124, 0.101, -0.052, 0.032, -0.477, 0.122, 0.136, -0.264, 0.087, 0.093, 0.173, 0.153, 0.135, 0.175, 0.089, -0.285, 0.093, -0.419, 0.131, 0.085, -0.049, 0.033, -0.477, 0.122, 0.138, -0.263, 0.087, 0.095, 0.179, 0.153, 0.148, 0.176],
  "lumo_energy_ev": -0.12,
  "homo_energy_ev": -9.6,
  "orbital_gap_ev": 9.45,
  "energy_ha": -6005.18953,
  "spin_multiplicity": 1
}